--- a ---
The ion C5H11N with charge +1, computed with ωB97M-V/def2-TZVPD.

```
! wB97M-V def2-TZVPD RIJCOSX def2/J DEFGRID3
* xyz 1 2
C 0.838 -0.490 1.791
N 1.411 -0.967 -1.244
C 0.253 -0.289 -0.804
C -0.065 -0.069 0.495
C -1.309 0.691 0.999
C -0.611 0.326 -2.069
H 0.632 0.270 2.484
H 1.877 -0.475 1.555
H 0.601 -1.427 2.345
H 2.098 -0.196 -1.350
H 1.579 -1.452 -0.286
H -1.204 0.967 1.988
H -2.287 0.204 0.719
H -1.536 1.668 0.519
H -0.056 1.215 -2.382
H -0.512 -0.295 -2.947
H -1.709 0.319 -1.813
*
```

<S²> ... 0.75
Lowest unoccupied orbital energy (alpha / beta) ... -3.74 / -7.93 eV

--- b ---
The ion C5H11N with charge +1, computed with ωB97M-V/def2-TZVPD.

```
! wB97M-V def2-TZVPD RIJCOSX def2/J DEFGRID3
* xyz 1 2
C -0.613 -1.900 -0.656
C 0.427 -1.261 0.327
C -0.194 0.015 1.016
C 0.074 1.181 0.121
C 1.321 1.521 -0.337
N -1.014 2.009 -0.223
H -1.262 -1.124 -1.178
H -1.153 -2.681 -0.067
H -0.060 -2.467 -1.498
H 0.696 -1.982 1.046
H 1.450 -1.071 0.022
H -1.101 -0.338 1.522
H 0.597 0.310 1.814
H 2.285 0.987 -0.243
H 1.435 2.584 -0.756
H -1.890 1.595 0.167
H -0.998 2.624 -1.076
*
```

<S²> ... 0.76
Lowest unoccupied orbital energy (alpha / beta) ... -3.81 / -7.35 eV

What should be chosen as the most stable of them? Choose b.

--- a ---
The ion C9H13N2 with charge +1, computed with ωB97M-V/def2-TZVPD.

```
! wB97M-V def2-TZVPD RIJCOSX def2/J DEFGRID3
* xyz 1 1
C -2.754 0.372 0.206
C -2.261 -0.943 0.241
C -1.930 1.522 0.063
C -0.153 -0.154 0.809
C -0.799 2.328 -0.283
C 0.448 1.938 -0.160
C -0.406 -2.416 -0.068
C 1.378 -0.055 -1.095
C 2.140 0.582 1.087
N -0.880 -1.144 0.286
N 0.919 0.566 0.175
H -3.882 0.366 0.185
H -2.928 -1.747 0.097
H -0.997 3.270 -0.803
H 1.178 2.706 -0.075
H -1.210 -3.092 -0.053
H 0.118 -2.542 -0.949
H 0.398 -2.676 0.572
H 0.599 0.023 -1.810
H 2.225 0.431 -1.721
H 1.635 -1.089 -0.669
H 1.661 0.650 2.144
H 2.796 -0.323 0.954
H 2.704 1.427 0.867
*
```

Lowest unoccupied orbital energy (alpha / beta) ... -4.59 / -4.86 eV

--- b ---
A cluster of 2 separate species, C9H13N2 in total, computed with ωB97M-V/def2-TZVPD.

```
! wB97M-V def2-TZVPD RIJCOSX def2/J DEFGRID3
* xyz 1 1
C -1.902 2.013 3.431
C -0.866 2.278 2.538
C -2.434 0.684 3.508
C -0.408 1.347 1.620
C -2.001 -0.230 2.570
C -1.092 0.082 1.519
C 1.630 -1.874 -1.300
C 2.568 -1.563 -3.480
C 0.907 0.017 -2.541
N -0.968 -0.661 0.454
N 1.656 -1.230 -2.364
H -2.333 2.840 3.955
H -0.373 3.320 2.553
H -3.361 0.581 3.980
H 0.354 1.709 0.821
H -2.376 -1.205 2.427
H 1.971 -2.819 -0.834
H 1.926 -1.608 -4.313
H 3.202 -2.377 -3.490
H 3.200 -0.585 -3.739
H 0.347 -0.152 -3.441
H 1.588 0.796 -2.602
H 0.362 0.019 -1.597
H -1.596 -1.382 0.325
*
```

Lowest unoccupied orbital energy (alpha / beta) ... -6.63 / -6.64 eV

What should be chosen as the most stable of them? Choose b.

--- a ---
The molecule C6H9P, computed with ωB97M-V/def2-TZVPD.

```
! wB97M-V def2-TZVPD RIJCOSX def2/J DEFGRID3
* xyz 0 1
C 0.119 0.324 -0.455
C -0.201 -1.892 0.145
C 0.726 -0.824 -0.107
C -1.368 0.257 -0.516
C 2.197 -1.040 0.028
C -2.057 1.321 0.339
P -1.835 -1.499 -0.031
H 0.628 1.247 -0.675
H 0.142 -2.874 0.430
H -1.697 0.386 -1.557
H 2.443 -1.316 1.053
H 2.746 -0.138 -0.235
H 2.520 -1.852 -0.623
H -1.768 1.206 1.382
H -3.138 1.228 0.266
H -1.768 2.317 0.007
*
```

SMILES ... CC1=C[C@H](C)P=C1
Lowest unoccupied orbital energy ... 0.23 eV

--- b ---
The molecule C6H9P, computed with ωB97M-V/def2-TZVPD.

```
! wB97M-V def2-TZVPD RIJCOSX def2/J DEFGRID3
* xyz 0 1
C 2.165 0.349 -1.242
C 0.731 -0.202 0.747
C -0.516 0.546 0.681
C -0.425 -0.442 -0.142
C -1.423 1.371 1.615
C -0.743 -1.447 -1.195
P 2.284 0.580 0.360
H 2.689 0.884 -2.030
H 0.775 -0.897 1.603
H 1.455 -0.468 -1.564
H -2.357 0.951 1.900
H -1.645 2.320 1.086
H -0.889 1.694 2.529
H -0.192 -1.133 -2.121
H -1.771 -1.790 -1.194
H -0.138 -2.314 -1.034
*
```

SMILES ... C=PC1C(C)=C1C
Lowest unoccupied orbital energy ... 0.67 eV

What should be chosen as the most stable of them? Choose a.